Record 1
# C37H38AsKN6O5S2

A molecular structure, C37H38AsKN6O5S2 in a non-equilibrium geometry (ωB97M-V/def2-TZVPD, OMol25).

Calculated values
HOMO level (alpha / beta)   -2.1 / -2.1 eV
Orbital gap (alpha / beta)   4.6 / 5.2 eV
Energy   -157000.125 eV
Net charge   -2

Each line ends with the Löwdin charge.
Positions of all 90 atoms, in Å:
K1 0.743191 1.238507 -0.081462  0.67
O1 4.557391 2.207707 -2.473662  0.01
C1 3.348591 2.033007 -2.293462  -0.48
N1 2.535691 2.725507 -1.519662  0.11
C2 2.446291 4.021907 -1.290362  -0.48
O2 2.649891 4.941907 -2.088262  0.00
C3 1.891291 4.352807 0.075638  -0.20
C4 1.383291 5.630307 0.302238  -0.01
C5 0.890291 5.943107 1.553538  -0.08
C6 0.908691 4.966507 2.534138  -0.08
C7 1.436591 3.725607 2.210938  -0.14
N2 1.931491 3.427507 1.024938  0.07
C8 2.700391 0.809607 -2.901462  -0.19
C9 3.349991 0.165007 -3.956062  -0.02
C10 2.777391 -0.965393 -4.503562  -0.09
C11 1.574191 -1.415293 -3.985962  -0.07
C12 0.998691 -0.694693 -2.950962  -0.18
N3 1.542391 0.381607 -2.420762  0.07
H1 1.376491 6.340507 -0.510462  0.10
H2 0.479391 6.924107 1.761038  0.10
H3 0.501591 5.155907 3.518138  0.10
H4 1.459791 2.926707 2.942838  0.11
H5 4.288491 0.562607 -4.313562  0.11
H6 3.255191 -1.496593 -5.318562  0.10
H7 1.098391 -2.303393 -4.379162  0.09
H8 0.049691 -0.998493 -2.524062  0.05
O3 -1.741409 4.018807 1.434838  0.01
C13 -1.745709 2.938707 0.842138  -0.67
O4 -1.034209 1.937107 1.006038  -0.25
C14 -2.864209 2.788807 -0.203862  -0.19
C15 -4.176909 3.071707 0.209938  -0.02
C16 -5.184509 3.061307 -0.714462  -0.01
C17 -4.878509 2.786307 -2.064062  -0.18
C18 -5.865409 2.789307 -3.065462  -0.05
C19 -5.519609 2.574507 -4.395962  -0.12
C20 -4.225509 2.343407 -4.761162  -0.13
C21 -3.132809 2.289707 -3.789862  -0.65
C22 -3.522309 2.483107 -2.368262  -0.25
N4 -2.570109 2.469007 -1.449662  0.17
H9 -4.339609 3.327007 1.246238  0.12
H10 -6.205809 3.310607 -0.446562  0.11
H11 -6.899009 2.937307 -2.779962  0.10
H12 -6.292609 2.597507 -5.154662  0.09
H13 -3.960309 2.144907 -5.789862  0.09
H14 -2.422909 3.112807 -4.021362  0.11
C23 0.626791 -1.472093 6.302338  -0.11
C24 -0.029109 -2.431593 5.310338  -0.30
N5 0.869991 -2.816893 4.254238  -0.17
C25 1.560091 -4.078293 4.354638  -0.24
C26 0.735791 -5.232393 3.775638  -0.09
C27 1.021791 -2.037193 3.140638  -0.78
S1 0.280291 -0.524593 3.125638  0.71
N6 1.785391 -2.570393 2.201138  0.07
C28 1.989391 -2.002993 1.002838  -0.49
O5 1.467891 -0.997593 0.525438  -0.15
C29 2.979391 -2.798893 0.199138  -0.12
C30 3.210991 -4.144593 0.461438  -0.04
C31 4.113991 -4.860393 -0.302362  -0.11
C32 4.792191 -4.238493 -1.337862  -0.12
C33 4.568091 -2.897693 -1.599362  -0.09
C34 3.669191 -2.178393 -0.834662  -0.01
H15 -0.050209 -1.249593 7.123038  0.06
H16 0.867991 -0.550693 5.781738  0.03
H17 1.543491 -1.895493 6.706838  0.06
H18 -0.889009 -1.928593 4.856238  0.07
H19 -0.366509 -3.337893 5.822838  0.10
H20 1.797791 -4.268893 5.408738  0.11
H21 2.487791 -3.985293 3.784938  0.10
H22 -0.204109 -5.349393 4.313938  0.06
H23 1.290991 -6.166893 3.839338  0.06
H24 0.516891 -5.016593 2.732738  0.06
H25 2.674391 -4.614693 1.270538  0.09
H26 4.291091 -5.907693 -0.093862  0.09
H27 5.494891 -4.801893 -1.937962  0.09
H28 5.098091 -2.409093 -2.403162  0.10
H29 3.495491 -1.130593 -1.022662  0.11
C35 -3.104109 -0.319093 0.876838  -0.30
As1 -1.825109 -0.506193 -0.592962  1.11
C36 -1.309009 -2.346793 -0.099062  -0.32
C37 -3.206209 -1.096193 -1.910662  -0.34
S2 -1.807309 1.109607 -4.207062  0.71
H30 -3.747209 -1.199093 0.958438  0.02
H31 -3.731109 0.559807 0.739138  0.00
H32 -2.546809 -0.188693 1.800338  0.00
H33 -2.160209 -3.032993 -0.100862  0.01
H34 -0.882509 -2.325893 0.899738  -0.01
H35 -0.546309 -2.738793 -0.772062  0.01
H36 -3.809409 -1.910293 -1.500662  0.01
H37 -2.742709 -1.433393 -2.838962  -0.01
H38 -3.866509 -0.264693 -2.160662  0.00

Forces on atoms 1 to 6 (eV/Å):
K 1.7 -0.2 -0.5
O 0.2 -0.1 -0.4
C 0.3 0.4 0.3
N -0.4 -0.4 0.1
C 0.2 0.1 -0.3
O 0.1 0.3 0.0

---

Record 2
# C37H38ClIrNPSi

A molecular structure, C37H38ClIrNPSi in a non-equilibrium geometry (ωB97M-V/def2-TZVPD, OMol25).

Calculated values
HOMO level   -13.5 eV
Orbital gap   6.0 eV
Energy   -72989.673 eV
Net charge   +2

Each line ends with the Löwdin charge.
Positions of all 80 atoms, in Å:
Ir1 -0.662909 -0.165273 0.850560  0.99
C1 1.375634 -0.110127 0.605541  -0.31
Si1 1.839598 1.462173 -0.340284  0.64
C2 0.633033 2.656007 0.509370  -0.20
N1 -0.721143 1.997708 0.567798  -0.31
C3 -1.511200 2.583939 1.704356  -0.21
C4 -1.746908 4.085167 1.557484  -0.15
C5 -2.148426 4.465388 0.120958  -0.16
C6 -2.591701 3.228399 -0.649988  -0.17
C7 -1.448640 2.230114 -0.761084  -0.19
C8 1.382148 1.273540 -2.134174  -0.28
C9 1.553345 2.349902 -3.013602  -0.10
C10 1.164303 2.258140 -4.340789  -0.05
C11 0.596214 1.082216 -4.817444  -0.06
C12 0.427912 0.000634 -3.966503  -0.07
C13 0.823357 0.099265 -2.638244  -0.11
C14 3.598717 1.961368 -0.075321  -0.25
C15 4.539315 1.865125 -1.104389  -0.08
C16 5.867382 2.201969 -0.886088  -0.06
C17 6.274100 2.638148 0.366171  -0.06
C18 5.355457 2.734940 1.403911  -0.07
C19 4.030970 2.396416 1.183226  -0.10
H1 1.924116 -0.054830 1.553948  0.03
H2 1.717979 -1.025823 0.112778  0.02
H3 0.536077 3.620909 0.008062  0.10
H4 0.957295 2.866094 1.531210  0.09
H5 -0.963924 2.356254 2.619676  0.12
H6 -2.463586 2.055034 1.757408  0.08
H7 -0.865496 4.640581 1.876365  0.11
H8 -2.540384 4.345772 2.259742  0.13
H9 -1.306050 4.924953 -0.401345  0.11
H10 -2.940153 5.212182 0.131212  0.12
H11 -2.891895 3.489639 -1.665610  0.13
H12 -3.467384 2.773846 -0.179658  0.10
H13 -0.701603 2.583455 -1.465550  0.10
H14 -1.805026 1.273478 -1.152976  0.08
H15 2.000898 3.273969 -2.660421  0.12
H16 1.307462 3.098335 -5.007216  0.12
H17 0.297723 1.007975 -5.854678  0.11
H18 -0.000517 -0.919912 -4.343739  0.11
H19 0.704723 -0.760093 -1.988149  0.05
H20 4.233308 1.530755 -2.089273  0.10
H21 6.584060 2.127107 -1.692962  0.11
H22 7.308707 2.904998 0.535965  0.11
H23 5.674163 3.077723 2.379229  0.11
H24 3.328434 2.483193 2.006875  0.10
Cl1 -3.349072 -0.213569 0.600339  0.81
C20 -3.634109 -1.757562 -0.202271  -0.57
C21 -4.887782 -2.000026 -0.716891  -0.06
C22 -5.112540 -3.222396 -1.343171  -0.02
C23 -4.104181 -4.169540 -1.440365  -0.03
C24 -2.850072 -3.909437 -0.909938  -0.04
C25 -2.601332 -2.691506 -0.278111  -0.34
P1 -1.032761 -2.331560 0.486744  0.96
C26 0.205908 -3.528098 0.057536  -0.36
C27 0.670531 -3.571593 -1.260012  -0.09
C28 1.635814 -4.498372 -1.610896  -0.04
C29 2.134827 -5.374913 -0.653710  -0.03
C30 1.668385 -5.335650 0.652981  -0.04
C31 0.698890 -4.413881 1.016466  -0.06
C32 -1.229222 -2.026929 2.210232  -0.41
C33 -0.086991 -1.345732 2.728223  -0.21
C34 -0.169321 -0.718463 4.007500  -0.03
C35 -1.324643 -0.797621 4.718001  -0.02
C36 -2.453158 -1.492992 4.201170  -0.01
C37 -2.430881 -2.070556 2.969488  -0.09
H25 -5.670171 -1.257885 -0.640605  0.12
H26 -6.089038 -3.427604 -1.760583  0.13
H27 -4.294965 -5.113984 -1.930376  0.13
H28 -2.063061 -4.649069 -0.984047  0.12
H29 0.274774 -2.896949 -2.009486  0.10
H30 2.000125 -4.540254 -2.628178  0.12
H31 2.889337 -6.098484 -0.931586  0.12
H32 2.055584 -6.026519 1.389156  0.12
H33 0.328796 -4.392026 2.033874  0.12
H34 0.885647 -1.565728 2.308805  0.09
H35 0.708370 -0.237856 4.418440  0.13
H36 -1.387227 -0.360971 5.705820  0.13
H37 -3.344406 -1.567303 4.810693  0.13
H38 -3.301522 -2.575745 2.572382  0.12

Forces on atoms 1 to 6 (eV/Å):
Ir -0.9 0.1 0.6
C 0.1 0.0 -0.1
Si 0.0 0.0 0.0
C -0.1 0.0 -0.1
N 0.4 0.3 -0.2
C 0.0 -0.1 0.0